ORCA calculation (ωB97M-V/def2-TZVPD) on 4 unconnected molecules or ions with the total composition C4H14O3 in a non-equilibrium geometry.

Element x y z (Å)
O -3.751 1.028 -1.390
O -0.745 -0.493 1.556
O -2.910 -1.362 0.090
C 2.326 0.180 -0.232
C 2.721 -0.938 -0.842
C 2.542 0.269 1.274
C 1.557 1.283 -0.892
H -3.180 1.804 -1.376
H 3.539 -0.032 1.613
H 0.661 0.876 -1.366
H -2.102 -1.607 0.581
H -0.630 -0.128 2.435
H 2.503 -1.049 -1.897
H 2.199 1.734 -1.658
H -1.285 0.078 1.006
H -3.215 0.332 -0.987
H 3.294 -1.615 -0.228
H 1.739 -0.280 1.746
H 1.250 2.140 -0.300
H -3.551 -1.449 0.804
H 2.660 1.308 1.613

Values from the calculation:
* electronic energy: -10516.6230 eV
* SMILES string: C=C(C)C.O.O.O
* highest occupied orbital energy: -9.18 eV
* HOMO-LUMO gap: 9.52 eV

ORCA calculation (ωB97M-V/def2-TZVPD) on 4 unconnected molecules or ions with the total composition C4H14O3 in a non-equilibrium geometry.

Element x y z (Å)
O -6.021 -1.844 1.218
O -1.512 3.151 -1.495
O 0.393 4.455 3.268
C 2.791 -2.002 -0.319
C 1.550 -2.034 -1.258
C 2.456 -1.625 0.932
C 1.126 -0.627 -1.660
H -6.449 -1.047 0.901
H 3.113 -1.508 1.795
H 1.560 0.208 -1.117
H -5.333 -1.427 1.753
H 0.026 -0.628 -1.575
H 1.470 -1.184 1.040
H 1.116 3.856 3.032
H 1.129 -0.468 -2.733
H 3.778 -2.214 -0.698
H -1.084 3.300 -2.350
H 1.931 -2.721 -2.038
H -0.345 3.877 3.500
H -2.478 3.084 -1.455
H 0.784 -2.602 -0.742

Values from the calculation:
* electronic energy: -10515.6715 eV
* SMILES string: C=CCC.O.O.O
* highest occupied orbital energy: -9.48 eV
* HOMO-LUMO gap: 10.00 eV

ORCA calculation (ωB97M-V/def2-TZVPD) on 4 unconnected molecules or ions with the total composition C4H14O3 in a non-equilibrium geometry.

Element x y z (Å)
O -2.988 0.734 0.194
O -0.541 1.178 2.123
O -1.966 0.443 -2.654
C 1.382 -0.004 -0.364
C 2.716 0.552 -0.772
C -0.070 -1.687 0.875
C 1.194 -1.133 0.329
H 2.143 -1.669 0.411
H 3.142 -0.016 -1.608
H 3.514 0.413 -0.034
H 0.524 0.525 -0.763
H 2.657 1.597 -1.054
H -0.395 -1.191 1.786
H -2.071 0.655 -1.718
H -2.824 -0.093 -0.260
H 0.372 1.099 1.822
H -2.318 0.778 0.911
H -0.037 -2.765 1.044
H -0.902 -1.609 0.164
H -0.705 2.053 2.486
H -2.828 0.141 -2.918

Values from the calculation:
* electronic energy: -10516.8126 eV
* SMILES string: C/C=C/C.O.O.O
* highest occupied orbital energy: -9.25 eV
* HOMO-LUMO gap: 9.84 eV

ORCA calculation (ωB97M-V/def2-TZVPD) on 4 unconnected molecules or ions with the total composition C4H14O3.

Element x y z (Å)
O 1.867 -1.421 -0.299
O 1.327 0.482 2.261
O -1.217 -2.020 1.592
C -0.162 1.383 -0.803
C -0.454 2.275 0.325
C -1.160 0.607 -1.442
C -0.817 -0.333 -2.507
H -1.168 1.792 0.995
H 0.440 0.212 2.564
H -0.760 0.181 -3.479
H 0.153 -0.806 -2.351
H -1.581 -1.108 -2.575
H -2.191 0.715 -1.113
H 1.975 -1.792 0.585
H 0.876 1.200 -1.077
H 1.516 -0.006 1.456
H 0.473 2.524 0.836
H -0.452 -1.770 1.062
H -0.936 3.224 0.020
H 2.774 -1.335 -0.624
H -0.900 -2.770 2.108

Values from the calculation:
* electronic energy: -10508.2784 eV
* highest occupied orbital energy (spin up / spin down): -15.01 / -15.01 eV
* total charge: +1
* 2S+1: 2
* ⟨S²⟩: 0.75
* HOMO-LUMO gap (spin up / spin down): 10.25 / 6.87 eV